Molecular formula: C5H7BO
Method: DFT, ωB97M-V/def2-TZVPD

Results
E_HOMO, eV: -8.51
HOMO-LUMO gap, eV: 9.07
ΔE to the lowest compared entry with this formula, charge and spin, eV: 2.135
Structure (SMILES): OBC1C=CC=C1
Charge: 0
LUMO level, eV: 0.5620

```
14
Properties=species:S:1:pos:R:3:forces:R:3
H 0.670957 1.848156 -2.138213 0.5 -0.2 0.5
C -0.791351 -0.530751 0.269366 -2.7 -0.4 -1.4
H 0.825057 -0.358870 2.897738 1.6 0.2 3.3
O -1.144804 0.358798 -2.273224 3.2 2.2 0.0
H 0.796994 -1.022842 -0.947116 0.2 0.8 0.9
C 0.502387 -0.140805 -0.269317 -0.6 0.8 -4.7
H -1.409977 0.794795 -3.151570 1.1 -0.7 2.1
H -1.657467 -0.633913 -0.385246 0.3 -0.3 0.3
C -0.763261 -0.568082 1.590076 0.0 0.7 0.2
C 1.313394 0.131209 0.867466 1.1 -0.9 1.9
C 0.552264 -0.148026 1.955120 0.2 -0.1 -2.0
B 0.268967 0.903802 -1.537266 -4.9 -2.5 -1.4
H -1.551246 -0.750795 2.292583 -0.3 -0.2 0.0
H 2.388086 0.117326 0.829605 0.2 0.5 0.2
```
Positions in Å, forces in eV/Å.

---

Molecular formula: C12H18N2
Method: DFT, ωB97M-V/def2-TZVPD

Results
E_HOMO, eV: -7.78
HOMO-LUMO gap, eV: 8.71
ΔE to the lowest compared entry with this formula, charge and spin, eV: 0.212
Structure (SMILES): Cc1c(C[C@H](C)N)ccc2c1CCN2
Charge: 0
LUMO level, eV: 0.9331

```
32
Properties=species:S:1:pos:R:3:forces:R:3
C 0.641350 -0.276786 -0.793948 -1.0 -0.5 -0.1
C -1.982158 -1.022078 -0.121288 0.7 -0.2 0.0
H 2.664793 1.926833 1.033366 0.4 -0.3 -0.7
H 4.036951 0.224418 -0.124212 0.0 -0.1 -0.6
H -3.598510 -2.095673 0.556789 0.2 1.7 -0.6
N -3.377005 -1.189128 0.057968 0.4 0.0 1.6
H -3.444124 1.294508 -0.965525 1.2 -0.1 1.5
H 3.392951 -2.111200 0.042746 -0.6 0.2 0.6
H 2.043441 -1.688842 1.169467 -0.9 -0.1 0.0
C -2.896965 1.168943 0.068022 -1.2 0.5 -1.7
H -3.336152 0.061355 1.822213 -0.2 -0.3 0.4
C -0.355180 0.699516 -0.539508 0.5 1.4 0.8
H 0.079542 2.463142 -1.690252 -0.1 0.0 1.5
N 2.649894 0.922921 1.187140 -0.4 0.4 0.6
H -2.875662 2.245548 0.488278 0.1 -2.1 -0.2
H -4.832952 0.256331 0.803413 1.1 -0.1 0.0
C -0.108114 2.203852 -0.588050 1.0 -0.1 -1.5
H -1.370961 -3.056952 -0.336241 0.1 -0.6 0.0
H 2.422667 -0.731836 -1.776131 0.2 0.0 -0.7
H 3.697875 -1.406834 1.648126 -0.6 0.3 -0.9
H 0.792220 2.454026 0.006956 -0.5 0.1 -0.5
H -0.972442 2.798786 -0.248973 0.5 -0.4 -0.1
H 1.710012 0.755330 1.531112 0.0 -0.3 0.0
C -3.721720 0.086445 0.806502 -1.2 0.0 -0.4
C -1.034004 -2.042690 -0.325408 0.1 2.3 -1.1
C -1.616353 0.360953 -0.133809 -1.0 -1.8 -0.7
C 0.255440 -1.619559 -0.772500 -1.7 0.2 1.3
H 2.119680 1.055704 -1.580641 0.2 -1.0 0.2
C 3.000848 -0.020017 0.103355 -0.6 1.1 1.8
C 2.070744 0.036801 -1.105543 0.1 1.2 -0.4
C 2.983367 -1.372749 0.778689 2.6 -1.0 -0.2
H 0.960538 -2.381058 -1.002117 0.6 -0.4 -0.2
```
Positions in Å, forces in eV/Å.

---

Molecular formula: C12H30N6O24S3
Method: DFT, ωB97M-V/def2-TZVPD

Results
E_HOMO, eV: -10.46
HOMO-LUMO gap, eV: 9.81
ΔE to the lowest compared entry with this formula, charge and spin, eV: 0.000
Charge: 0
LUMO level, eV: -0.6537

```
75
Properties=species:S:1:pos:R:3:forces:R:3
C -3.328998 -17.928551 -19.162812 0.3 -0.2 -0.1
O -3.237884 -14.334223 -7.453344 0.1 0.0 0.0
O -1.714021 -17.101624 -14.441923 -0.4 0.2 -0.3
O -1.373587 -21.317978 -14.817559 0.1 0.2 -0.1
H -3.609418 -14.467926 -11.792762 0.1 0.1 -0.2
C -2.863321 -15.224318 -12.042332 -0.7 0.3 0.6
O -2.866899 -15.622057 -19.444800 0.0 -0.1 -0.6
O -4.548810 -17.308297 -19.576869 0.0 0.6 0.0
C -2.860085 -12.829176 -17.242770 0.4 0.6 -0.4
O -3.945626 -16.812145 -13.392212 0.2 0.1 -1.0
C -1.853923 -18.147512 -7.352530 -0.5 -0.5 0.2
C -2.871342 -20.185617 -13.473179 0.0 0.3 -0.2
H -6.045840 -18.251612 -14.527299 0.0 -0.1 -0.1
N -1.492794 -20.422104 -14.004375 -0.2 -0.5 0.3
S -4.451702 -15.695545 -19.473797 -0.5 -0.7 0.3
C -6.555524 -17.597967 -15.232610 0.0 -0.5 0.4
H -5.440856 -19.527664 -11.267252 0.0 -0.1 0.0
H -2.825507 -20.106837 -12.391710 0.2 0.0 0.0
O -2.430408 -14.987447 -13.384630 0.1 -0.5 -1.0
N -6.927408 -18.108440 -10.921035 -0.3 -0.2 0.2
H -1.337488 -16.945557 -18.916573 -0.1 0.1 -0.4
H -2.286641 -10.363130 -8.366747 -0.1 -0.4 -0.2
H -3.400573 -13.769030 -17.227562 -0.1 0.0 0.0
C -3.533662 -16.598413 -12.033272 0.0 -0.1 0.1
C 0.750790 -14.558746 -15.397195 0.6 0.0 0.2
H -2.946909 -18.518129 -19.995794 0.0 0.1 -0.1
H -2.803670 -12.328105 -16.282993 -0.3 -0.1 0.1
O -3.968303 -17.887865 -8.262170 0.0 0.0 0.0
O -2.607064 -13.161782 -9.530121 0.0 -0.1 0.2
H -6.222154 -16.585007 -15.050468 -0.3 0.2 -0.3
S -3.039451 -13.130736 -8.174780 0.0 0.7 0.1
O -2.300706 -17.114160 -9.378632 0.0 0.0 0.1
H -2.481413 -18.321612 -6.483806 0.2 0.2 0.1
O -3.337654 -12.108722 -19.384808 -0.2 0.0 0.0
O -0.199030 -14.991343 -17.460749 0.0 -0.1 0.0
C -6.103132 -19.260665 -10.450714 0.2 0.2 -0.2
S -2.832509 -16.215091 -14.375209 0.1 0.6 1.6
O -2.087584 -12.165973 -7.297323 0.0 -0.5 -0.4
H 1.546732 -15.021898 -14.823990 -0.2 -0.1 0.2
N -8.002330 -17.773290 -14.910493 0.1 0.4 0.1
O -0.596186 -19.738995 -13.569820 0.0 0.1 0.1
O -6.763462 -17.714458 -12.059738 0.2 0.0 0.0
H -0.174793 -14.467003 -14.837299 0.0 -0.1 0.0
H -3.192849 -19.231365 -13.886345 0.0 -0.1 0.0
O -4.189848 -10.979095 -17.759313 -0.1 0.0 0.0
H -2.883442 -17.417077 -11.736880 0.1 0.1 0.1
H -2.198903 -10.187217 -6.642734 0.1 -0.4 0.2
N 0.516689 -15.435358 -16.582068 -0.1 0.3 0.2
N -2.785696 -17.668777 -8.412162 0.3 0.2 -0.2
H -6.439021 -17.975331 -16.243390 0.2 0.3 -0.1
H -6.773617 -20.072516 -10.191727 -0.1 0.0 0.0
O -4.988340 -15.146970 -20.662778 0.4 0.1 0.2
H -1.475602 -19.111743 -7.687109 0.1 0.1 -0.1
H -1.050861 -17.438324 -7.206716 -0.1 0.1 -0.1
H -5.549963 -18.915982 -9.580871 -0.1 0.0 0.0
H -1.864668 -12.935851 -17.665104 0.0 -0.4 0.1
H -2.523226 -16.578913 -17.684037 0.1 -0.1 0.0
O -3.455560 -15.717990 -15.549636 0.2 -0.1 0.2
O -8.638967 -16.800838 -14.574752 0.0 0.0 -0.1
N -3.536254 -11.897274 -18.206310 0.2 -0.1 0.1
C -2.583338 -10.835704 -7.428514 -0.4 0.9 0.3
O -8.437202 -18.903997 -14.999555 0.0 -0.1 0.0
O -4.336787 -12.188838 -8.104273 0.0 -0.6 -0.2
H -4.650419 -10.182315 -7.660228 -0.1 -0.2 -0.2
H -3.501039 -21.002416 -13.801579 0.0 0.0 0.0
H -2.064368 -15.104430 -11.316040 0.3 -0.3 -0.3
C -2.397164 -16.793915 -18.748230 -0.2 0.3 1.1
C -4.087793 -11.041105 -7.302083 0.5 0.7 0.3
H -3.518996 -18.593997 -18.321544 -0.1 0.0 0.0
H 1.088559 -13.574710 -15.711620 -0.2 -0.1 -0.3
O -7.722383 -17.653822 -10.131362 0.1 0.1 0.0
H -4.456207 -16.574569 -11.461388 0.1 -0.2 0.2
O -4.963763 -15.307695 -18.195457 0.2 0.0 -0.3
O 1.033717 -16.527504 -16.579863 0.0 0.0 -0.1
H -4.351678 -11.246190 -6.263746 -0.1 -0.1 0.0
```
Positions in Å, forces in eV/Å.

---

Molecular formula: C11H32ClNO4S3
Method: DFT, ωB97M-V/def2-TZVPD

Results
E_HOMO, eV: -8.02
HOMO-LUMO gap, eV: 8.05
Charge: 0
LUMO level, eV: 0.0274

```
52
Properties=species:S:1:pos:R:3:forces:R:3
H 1.292981 -3.512615 1.067854 -0.4 -0.3 0.2
H -3.043767 0.871384 0.194822 0.5 0.2 -0.1
H -1.134813 3.064994 3.782208 0.1 0.2 0.1
S 3.925202 -0.167898 0.652912 0.5 2.4 2.0
C 5.495975 0.758599 0.280433 0.4 -0.6 -1.0
H -3.108807 2.443728 1.819683 0.1 0.4 0.7
H 0.152350 0.250855 -5.696512 -0.1 0.1 -0.4
H 5.489471 0.827249 -0.807386 0.2 0.1 -0.1
N -0.976761 2.295483 1.839246 -1.6 0.6 0.3
O 3.667630 0.184394 2.110111 -0.2 -0.8 -1.1
C -0.990882 2.871615 0.418665 -0.8 -1.6 0.0
H -1.762471 3.637434 0.339470 0.3 0.2 0.4
C 0.627372 -2.649609 1.084839 -0.2 0.1 -0.5
C 2.894835 0.979243 -0.303166 -0.3 0.8 -0.3
H 2.883911 0.678641 -1.350831 0.1 0.2 0.0
H -1.510589 0.960573 -5.702006 0.1 0.0 -0.1
H -0.904028 -2.953175 -4.635263 -0.4 0.8 0.2
O 0.270558 -2.495166 3.670432 -1.2 0.5 -0.6
H -0.026625 3.188270 0.021108 0.0 -0.1 0.6
H -0.238744 -3.429699 -6.103154 -0.3 0.1 -0.7
S -1.554242 -1.334032 -6.418659 -0.8 -0.1 2.5
H 0.519252 -2.113863 -5.330452 -0.2 0.4 0.2
S -0.608240 -2.696917 2.443459 2.4 -1.0 0.7
H 6.416021 0.244202 0.557912 -0.4 -0.7 0.1
O -4.045418 0.021766 1.702115 -0.5 0.0 1.2
H 1.853599 1.124525 -0.015369 -0.1 -1.4 0.2
H -2.085047 -0.275222 1.097153 0.2 0.0 0.2
H -1.357162 2.027872 -0.166169 0.5 0.1 -0.5
C 0.170955 1.262396 2.062306 -1.4 1.1 -0.3
C -0.896253 0.098957 -5.440653 -0.1 -0.2 -0.4
H 0.144561 -2.471519 0.123968 -0.2 -0.3 -0.1
H 3.209922 2.010698 -0.145293 0.9 0.0 -0.3
C -0.824085 -4.531811 2.552312 -0.2 0.0 -0.4
C -2.833789 0.510001 1.201507 0.6 -0.1 -0.9
H 0.122110 -4.867080 2.977045 -0.1 0.1 0.2
H 1.307999 -1.804175 1.185267 -0.4 0.3 0.6
O -2.959351 -1.585522 -5.878507 1.5 0.3 -1.0
H -1.745726 4.212685 2.605441 0.2 -0.2 -0.5
C -0.955034 3.486267 2.793115 0.9 -1.4 0.6
C -2.395284 1.676619 2.120564 0.0 -0.3 -1.7
H 5.684024 1.749939 0.692736 -1.2 0.1 0.3
H 0.049705 3.908759 2.782816 -0.2 0.2 -0.2
H -2.518861 1.394755 3.166211 0.4 0.2 0.0
H -4.550546 -0.452863 1.037920 0.3 0.0 -0.2
H -0.036946 0.710948 2.979246 0.3 0.4 0.2
H -0.908112 -0.041673 -4.359837 -0.4 -0.4 0.0
H 0.114142 0.551613 1.237891 0.1 0.2 -0.3
Cl -0.254754 -0.111544 -1.612969 -0.1 0.2 0.4
C -0.468141 -2.526076 -5.538407 0.6 -0.9 -0.3
H -1.008269 -5.106281 1.644469 0.0 0.5 -0.4
H -1.666350 -4.746646 3.209994 0.2 0.2 0.2
H 1.076520 1.868924 2.049401 0.1 -0.5 0.2
```
Positions in Å, forces in eV/Å.

---

Molecular formula: C21H23FN2O4
Method: DFT, ωB97M-V/def2-TZVPD

Results
E_HOMO, eV: -8.19
HOMO-LUMO gap, eV: 8.70
ΔE to the lowest compared entry with this formula, charge and spin, eV: 0.596
Structure (SMILES): Cc1cc(NC(=O)c2ccccc2F)cc(C)c1OCC(=O)N1CCOCC1
Charge: 0
LUMO level, eV: 0.5104

```
51
Properties=species:S:1:pos:R:3:forces:R:3
C 3.789879 0.553581 3.270692 -0.1 0.0 0.3
C 5.109267 1.548706 1.471749 0.1 0.2 -0.1
H -6.793185 -2.206026 -5.234962 0.0 -0.1 0.0
H 3.327413 2.151881 4.664937 0.1 -0.1 0.0
C -4.685541 -0.764168 -2.996459 -0.2 0.1 -0.1
C 0.452687 -0.703503 1.043444 -0.2 -0.1 -0.2
H -6.198947 1.944421 -4.367695 0.0 0.1 0.0
C -3.705863 -1.250835 -1.967017 0.0 0.2 -0.1
C -1.450440 -1.705849 -0.026543 -0.1 0.0 -0.1
C 4.504300 2.937267 1.735204 0.2 0.0 -0.2
H 0.481591 -3.746870 1.038804 0.1 -0.1 0.0
H 3.908119 3.273640 0.884372 0.1 0.0 0.0
C -1.678216 -0.529128 -0.726895 0.3 -0.2 0.3
H -5.112927 -2.776348 -3.508201 0.0 -0.1 0.0
C -5.355886 -1.747161 -3.725068 0.0 0.1 0.0
H -1.103094 -3.586131 1.790928 0.0 -0.1 0.0
N -2.726247 -0.368997 -1.639407 0.0 0.4 -0.1
N 4.169971 0.523986 1.871154 0.1 0.3 0.1
O 3.618221 2.928381 2.839093 -0.2 0.0 0.0
O 4.051787 -0.330485 -0.207390 0.0 -0.1 -0.3
H -1.013742 1.480126 -1.063835 0.0 0.1 -0.1
C 3.983952 1.981794 3.810087 0.1 -0.2 0.1
C -6.296524 -1.423536 -4.682536 0.0 -0.1 0.0
H 5.023666 2.142521 4.130543 -0.1 0.0 0.0
H -2.743060 0.543238 -2.071700 -0.2 -0.2 0.0
H 2.037508 1.530966 -0.072819 0.1 0.1 0.0
C 1.142399 1.666819 0.534707 0.0 0.0 0.0
C -5.971470 0.901872 -4.209354 0.1 0.1 0.1
H 6.038929 1.419305 2.037555 0.0 0.0 -0.1
C 0.233138 0.490852 0.353380 0.1 -0.1 0.1
H 2.741164 0.270669 3.361500 0.1 0.0 0.1
F -4.440464 1.576190 -2.579680 0.0 -0.1 0.0
H 0.651314 2.583812 0.218717 0.0 0.1 0.0
O 1.492956 -0.792526 1.965361 -0.3 0.1 -0.1
H 5.320556 1.413211 0.410430 0.1 0.0 0.2
C -6.605938 -0.095314 -4.927686 0.1 0.0 0.1
C 2.684016 -1.378359 1.464981 0.2 -0.2 -0.1
C -0.159227 -3.077378 1.613702 0.1 0.1 0.0
H 5.313486 3.662249 1.911125 -0.1 -0.1 -0.1
O -3.807914 -2.373485 -1.513724 0.0 -0.1 0.0
C 3.690715 -0.342839 0.955609 -0.2 -0.2 0.1
H -2.105038 -2.548852 -0.169599 0.0 0.0 0.0
H 1.447790 1.768318 1.573221 0.1 0.1 0.0
C -0.834266 0.559672 -0.525190 -0.1 -0.2 0.0
H 0.324746 -2.875006 2.566316 0.0 -0.1 0.1
C -5.025093 0.558674 -3.261679 -0.1 -0.2 -0.2
H 2.468246 -2.056544 0.633597 0.1 0.1 0.1
H 4.404330 -0.149447 3.849917 -0.1 0.1 0.1
C -0.389636 -1.801285 0.861097 0.3 0.3 0.2
H 3.133407 -1.949083 2.286257 0.0 0.0 -0.1
H -7.342834 0.167006 -5.671038 -0.1 0.0 -0.1
```
Positions in Å, forces in eV/Å.

---

Molecular formula: C24H29AlCl3IN5O3S
Method: DFT, ωB97M-V/def2-TZVPD

Results
E_HOMO, eV: -10.61
HOMO-LUMO gap, eV: 7.77
ΔE to the lowest compared entry with this formula, charge and spin, eV: 0.093
Charge: +1
LUMO level, eV: -2.8380

```
67
Properties=species:S:1:pos:R:3:forces:R:3
H 2.262217 -5.912907 -2.086086 0.0 0.0 -0.1
Cl -2.573917 3.029642 3.070902 0.1 0.0 -0.1
H -4.107824 5.381422 2.816956 0.0 0.0 0.0
H 0.095240 -0.526878 1.700206 0.0 0.1 0.2
H 1.433872 2.332322 -1.762403 -0.1 0.0 0.1
Cl -4.409444 7.743464 1.253977 0.0 0.0 0.0
H 0.826282 1.314043 -3.929205 0.0 0.0 0.0
C 0.257962 0.034249 5.017608 0.0 0.0 0.1
C 0.757527 1.970122 3.730179 -0.1 -0.1 -0.2
H 2.872532 1.340971 0.000305 0.1 0.0 0.1
C -2.287180 6.470546 0.180140 0.1 0.1 -0.2
N -3.508851 -1.121349 -1.414106 0.2 -0.2 0.0
H 3.213182 2.093253 1.553282 0.0 0.0 0.1
H 4.018593 -1.289203 -0.525490 0.0 0.0 0.1
H 3.475957 -5.138713 -1.048611 0.0 0.1 0.0
H 4.978276 -1.827833 -1.916486 -0.1 0.0 0.0
C -2.268648 -1.475188 -1.856130 -0.1 -0.1 0.2
N 1.566219 -4.250124 -0.939504 0.0 0.0 0.1
C 0.668625 1.565926 -1.817275 -0.2 -0.3 0.3
H 4.079124 -4.003093 -3.178564 0.0 0.0 0.0
C 3.973796 -1.581845 -1.566863 -0.1 -0.2 -0.1
H -0.186703 -1.725050 3.848779 0.0 0.1 0.0
H -0.443416 -3.765995 -0.580001 0.0 0.1 -0.1
C 0.063780 -0.673086 3.841350 0.0 -0.1 0.2
H 3.292244 -2.550109 -3.799814 0.0 0.0 0.0
C -1.429421 4.339683 0.990020 0.1 0.3 -0.1
H -1.329304 -0.013525 0.251642 0.0 0.0 -0.1
O -1.960982 -2.585456 -2.240790 -0.1 0.2 -0.1
C 0.213281 -0.012561 2.648229 0.0 0.4 -0.2
C 0.330781 0.994529 -3.023801 0.0 -0.1 0.0
N 0.539269 1.298566 2.586448 -0.1 -0.1 0.1
C -2.430966 4.359270 1.962414 -0.1 0.0 0.0
S 1.393387 -1.776125 0.060063 0.3 -0.3 -0.2
C 2.684309 2.234014 0.610629 0.0 0.1 -0.3
I 1.367238 3.960766 3.603562 -0.1 0.0 0.1
Al 0.762250 2.292189 0.869621 -0.1 -0.4 0.1
C 2.430238 -5.419153 -1.128827 -0.1 0.1 0.0
Cl -0.152259 5.450016 -1.112576 0.0 0.0 0.0
N 3.129191 -2.759758 -1.729926 0.1 0.1 0.0
H -5.183350 -3.110654 0.337748 0.0 0.0 0.0
C -1.388187 5.424216 0.106353 0.0 0.1 0.0
H -2.220370 7.298490 -0.515333 0.0 -0.1 0.1
H -4.279017 -2.978677 -1.755649 0.1 -0.2 -0.1
H -0.907305 -0.500410 -3.962421 0.0 0.0 0.0
C 3.208843 -3.354364 -3.066904 0.0 0.0 0.2
C 0.617481 1.371737 4.967594 0.0 0.0 0.0
H 0.141626 -0.456604 5.976475 0.0 0.0 0.0
C -3.343431 5.396812 2.051814 -0.1 0.0 0.1
H -5.481814 -1.681570 -1.610190 -0.2 0.1 0.0
C -0.869382 0.254223 -0.693282 -0.1 0.3 0.4
C -1.257001 -0.359841 -1.860067 -0.2 -0.2 -0.2
C 2.062167 -2.991002 -0.916017 0.0 -0.1 -0.1
H 3.151355 3.080323 0.105610 0.0 0.1 0.0
H -0.099575 -5.481217 -0.823662 0.0 0.0 0.0
O -4.662023 -2.315815 0.185138 0.1 0.0 -0.1
H 3.596014 -0.738291 -2.152987 0.0 0.0 0.0
N 0.081115 1.192609 -0.656754 0.4 0.3 -0.4
H 2.211156 -6.136592 -0.339019 0.0 0.0 0.0
H 0.790039 1.945314 5.866096 0.0 0.0 0.0
C 0.259971 -4.559912 -0.365085 0.2 0.0 0.0
H -3.644454 -0.205527 -1.022557 0.0 0.1 -0.1
H 2.309538 -3.917759 -3.293302 0.0 0.0 0.1
H 0.327942 -4.695658 0.716980 0.0 0.0 0.0
C -3.264969 6.446566 1.156738 -0.1 0.0 0.0
C -0.634861 0.000754 -3.041082 0.1 0.0 -0.2
C -4.556074 -2.083976 -1.211951 0.2 0.1 0.3
O -0.561861 3.359776 0.875858 0.1 -0.3 0.1
```
Positions in Å, forces in eV/Å.